# 1
The following is a quantum chemistry calculation of 2 unconnected molecules or ions with the total composition C5H15NO at a distorted geometry, from the OMol25 dataset.

The electronic energy is -8963.979 eV. The SMILES is CC(C)[C@@H](C)N.O. For the orbital gap, the calculation gives 10.64 eV. The value obtained for the HOMO energy is -9.912 eV.

```
! RIJCOSX wB97M-V def2-TZVPD def2/J DEFGRID3
* xyz 0 1
C 0.45 -0.08 2.10
C -0.44 -0.52 0.88
C -1.96 -0.69 1.00
C -0.23 0.15 -0.52
C -0.21 -0.77 -1.76
N -1.15 1.39 -0.55
H 1.55 -0.27 1.81
H 0.28 0.98 2.39
H 0.43 -0.59 3.04
H -0.20 -1.60 0.94
H -2.25 -1.70 1.32
H -2.56 -0.57 0.00
H -2.37 0.10 1.68
H 0.92 0.56 -0.48
H 0.31 -0.15 -2.46
H -1.19 -0.82 -2.10
H 0.37 -1.79 -1.54
H -1.97 1.07 -1.01
H -0.69 1.99 -1.27
O 3.66 0.98 -1.58
H 4.23 1.51 -0.93
H 3.01 0.80 -0.93
*
```

=====

# 2
The following is a quantum chemistry calculation of 2 unconnected molecules or ions with the total composition C5H15NO at a distorted geometry, from the OMol25 dataset.

The electronic energy is -8963.642 eV. The SMILES is CC(C)N(C)C.O. For the orbital gap, the calculation gives 8.90 eV. The value obtained for the HOMO energy is -7.998 eV.

```
! RIJCOSX wB97M-V def2-TZVPD def2/J DEFGRID3
* xyz 0 1
C -0.71 2.34 -1.01
C 0.28 1.34 -1.42
C 1.77 1.67 -1.20
N 0.25 -0.10 -0.78
C -0.53 -1.25 -1.41
C -0.17 0.06 0.66
H -0.62 3.37 -1.49
H -0.76 2.52 0.14
H -1.71 1.92 -1.32
H 0.13 1.11 -2.51
H 2.12 2.02 -2.14
H 2.03 2.34 -0.41
H 2.40 0.79 -0.84
H -1.45 -0.88 -1.79
H 0.19 -1.81 -2.10
H -0.86 -1.97 -0.63
H -0.15 -0.90 1.34
H -1.24 0.48 0.62
H 0.55 0.73 1.14
O -0.44 -4.60 4.63
H 0.18 -4.31 5.38
H -1.25 -4.88 5.12
*
```

=====

What is the formula in the first record? C5H15NO

=====

electronic energy of number 2 (C5H15NO)? -8963.642 eV

=====

The highest HOMO energy belongs to which entry? number 2

=====

What is the HOMO energy in the second record? -7.998 eV